Density functional theory data (ωB97M-V with the def2-TZVPD basis set) for C20H40N6O3Si2Ti as an isolated structure in a non-equilibrium geometry.

Its charge is -2. The gap between HOMO and LUMO (spin up / spin down) is 0.1461 / 0.2082 Eh. The value obtained for the LUMO energy (spin up / spin down) is 0.1762 / 0.1758 Ha. The calculation puts the total energy at -75348.988 eV. As for the expectation value of S²: 2.0042. The HOMO energy (spin up / spin down) comes out at 0.821 / -0.883 eV. The multiplicity is 3.

Geometry as XYZ:
```
72
C20H40N6O3Si2Ti | OMol25 | ωB97M-V with the def2-TZVPD basis set
Ti -0.32848 -0.39731 0.56221
N -3.16159 1.24283 2.52726
C -1.96755 1.27661 3.40601
C -1.36571 -0.08454 3.70423
O -1.46585 -0.51311 4.88694
N -0.86580 -0.70047 2.63235
C -0.43845 -2.09245 2.89137
C -0.62203 -2.99065 1.65842
O -0.91780 -4.16312 1.81408
O -0.46309 -2.39366 0.49144
H -2.88661 0.74078 1.68561
H -3.83878 0.63234 2.96899
H -2.22593 1.72331 4.35793
H -1.21680 1.90621 2.93107
H -0.97759 -2.52662 3.71277
H 0.62499 -2.12261 3.16616
N -0.69428 1.85705 0.25541
C -1.32630 2.42069 -0.94549
C -2.85793 2.45179 -0.86417
C -3.58443 1.23070 -1.47590
C -3.89673 0.08612 -0.52284
N -2.70525 -0.42913 0.13817
H -0.62168 2.53566 1.00023
H 0.25043 1.52292 0.05820
H -1.01133 1.78669 -1.76852
H -0.95746 3.42195 -1.15281
H -3.20019 3.34884 -1.38802
H -3.15761 2.56972 0.18594
H -2.98805 0.83887 -2.31429
H -4.53990 1.55113 -1.90194
H -4.42408 -0.68731 -1.08207
H -4.58600 0.44780 0.24629
H -1.96988 -0.59222 -0.56949
H -2.86986 -1.30195 0.61600
C 0.71997 -2.47264 -3.69278
Si -0.44681 -1.22069 -2.92768
C -1.02395 -0.09839 -4.35374
C -1.94958 -2.24373 -2.49232
N 0.20862 -0.35565 -1.61781
C 1.57593 -0.08962 -1.69670
C 2.24638 0.13490 -2.91971
C 3.63999 0.13621 -3.04932
C 4.40512 -0.08843 -1.91781
C 3.76736 -0.19207 -0.67175
C 2.37592 -0.06850 -0.49415
N 1.73983 0.06816 0.75799
Si 2.72066 0.46965 2.10134
C 1.85088 1.16332 3.57918
C 3.94946 1.83676 1.70595
C 3.72386 -0.95181 2.77334
H 0.52917 -2.57296 -4.77133
H 0.56197 -3.45121 -3.21552
H 1.77179 -2.19401 -3.55031
H -0.48320 -0.33506 -5.28789
H -0.83709 0.96230 -4.12151
H -2.10351 -0.21721 -4.55320
H -1.98066 -3.08060 -3.20961
H -2.89611 -1.68826 -2.58368
H -1.86467 -2.66674 -1.48208
H 1.63395 0.25622 -3.81403
H 4.09953 0.27365 -4.02194
H 5.48252 -0.16576 -1.98075
H 4.38043 -0.36151 0.21181
H 1.29781 2.07747 3.32547
H 2.63556 1.42992 4.30704
H 1.16164 0.46092 4.06188
H 3.42491 2.80540 1.73926
H 4.41808 1.74035 0.71620
H 4.74516 1.85480 2.47098
H 3.09022 -1.84598 2.88298
H 4.12231 -0.68697 3.76389
H 4.56423 -1.21916 2.11682
```



Density functional theory data (ωB97M-V with the def2-TZVPD basis set) for C20H40O12Zr as an isolated structure in a non-equilibrium geometry.

The gap between HOMO and LUMO is 0.3196 Eh. The value obtained for the LUMO energy is 0.0281 Ha. The calculation puts the total energy at -47242.770 eV. The energy relative to the best compared isomer or geometry (same formula, charge and spin) comes out at 19.7 kcal per mole. The HOMO energy comes out at -7.934 eV. The multiplicity is 1.

Geometry as XYZ:
```
73
C20H40O12Zr | OMol25 | ωB97M-V with the def2-TZVPD basis set
Zr 0.52474 0.28263 0.14975
O 2.54995 0.50353 0.96622
C 2.76461 -0.25175 2.12685
C 1.47038 -0.79687 2.85513
O 0.27209 -0.74425 2.08167
H 3.37952 0.34038 2.82217
H 3.44917 -1.07085 1.84841
H 1.32129 -0.18766 3.75353
H 1.67358 -1.82736 3.16544
O -0.98898 -0.67673 -1.16344
C -1.41269 0.22172 -2.19489
C -1.02707 1.75875 -2.04546
O 0.01696 2.00412 -1.14314
H -2.50297 0.14964 -2.10587
H -1.02052 -0.11102 -3.15783
H -1.94769 2.26093 -1.72026
H -0.81485 2.06713 -3.07759
O 1.26083 -2.03409 -0.22913
C 1.40652 -3.22307 -0.13720
O 0.73257 -4.14199 -0.78520
C -0.46303 -3.71004 -1.45668
C -0.21400 -3.41943 -2.93358
C 2.56904 -3.80846 0.64966
H -0.92822 -2.83121 -1.01249
H -1.13763 -4.56511 -1.41586
H -1.16018 -3.39560 -3.47167
H 0.42578 -4.15636 -3.42279
H 0.29305 -2.45766 -3.02726
H 2.55668 -4.89501 0.67701
H 2.50608 -3.46392 1.68295
H 3.50403 -3.43280 0.23919
O 2.07954 0.05144 -1.71972
C 3.10201 -0.04776 -2.33921
O 3.17235 0.10388 -3.65696
C 2.06325 0.70007 -4.34724
C 1.12910 -0.37186 -4.86022
C 4.44807 -0.25371 -1.74545
H 2.42050 1.33029 -5.15816
H 1.55682 1.35686 -3.63472
H 0.34603 0.06776 -5.47805
H 0.74235 -1.00302 -4.06446
H 1.67246 -1.05768 -5.51923
H 4.93591 -1.13601 -2.16576
H 4.34110 -0.41789 -0.67380
H 5.11380 0.58207 -1.94713
O -1.97440 1.02402 1.09111
C -3.14246 1.30980 1.16287
O -4.10990 0.41842 1.05275
C -3.74750 -0.93827 0.79824
C -4.72101 -1.86529 1.55137
C -3.64657 2.69773 1.46738
H -2.73124 -1.19949 1.09164
H -3.78564 -1.11904 -0.27710
H -4.58513 -2.84357 1.08957
H -5.75389 -1.55926 1.41205
H -4.39266 -1.87700 2.58706
H -3.52863 3.24693 0.52925
H -3.09636 3.20914 2.24801
H -4.70787 2.58128 1.67875
O 0.48673 2.30566 1.55955
C 0.26498 3.39831 1.99984
O 0.05529 3.65596 3.28149
C 0.21244 2.55307 4.22205
C -1.05508 1.72780 4.30387
C 0.11284 4.62507 1.15581
H 0.43189 3.11276 5.12868
H 1.06141 1.95161 3.89986
H -0.93732 0.87568 4.97477
H -1.29141 1.33655 3.31459
H -1.85063 2.33351 4.74107
H -0.90731 4.99344 1.24209
H 0.31595 4.34580 0.11996
H 0.84116 5.40736 1.36585
```



Density functional theory data (ωB97M-V with the def2-TZVPD basis set) for C20H40O33S8 as an isolated structure in a non-equilibrium geometry.

The gap between HOMO and LUMO is 0.3431 Eh. The value obtained for the LUMO energy is -0.0307 Ha. The calculation puts the total energy at -175628.174 eV. The energy relative to the best compared isomer or geometry (same formula, charge and spin) comes out at 32.7 kcal per mole. The HOMO energy comes out at -10.171 eV. The multiplicity is 1.

Geometry as XYZ:
```
101
C20H40O33S8 | OMol25 | ωB97M-V with the def2-TZVPD basis set
C 2.46315 -2.94728 2.15866
C 2.03337 -2.71029 0.69777
C 3.03303 -3.47259 -0.13528
O 3.80529 -4.22533 0.79921
C 3.90431 -3.41563 1.97817
H 1.81705 -3.74259 2.52206
H 2.44540 -2.07839 2.81642
H 2.04111 -1.65820 0.40625
H 1.03522 -3.14161 0.62864
H 3.68849 -2.85791 -0.76413
H 2.42947 -3.99160 -0.88819
H 4.65250 -2.64204 1.76982
H 4.27931 -3.96765 2.83972
C 1.03093 4.75493 4.99400
C 1.47702 4.92863 3.53798
O 0.40680 5.70651 3.01040
S 0.28771 6.94591 4.03285
O -0.92967 7.70260 3.91491
O 1.53264 7.70288 3.98256
O 0.27965 5.94913 5.32316
H 1.92340 4.74927 5.61846
H 0.46687 3.83521 5.12774
H 1.44990 3.98951 2.98675
H 2.48811 5.32943 3.47869
C -6.48197 -2.58443 -1.83727
C -5.93645 -4.01232 -1.69405
O -6.19221 -4.34032 -0.34369
S -5.77849 -3.06095 0.57490
O -4.35043 -3.00283 0.67945
O -6.58284 -2.98761 1.76335
O -6.30458 -1.96258 -0.56183
H -7.53067 -2.54153 -2.12072
H -5.85356 -2.10905 -2.58782
H -4.85426 -4.14728 -1.76899
H -6.45135 -4.63311 -2.42546
C -1.69708 -0.08143 0.44112
C -0.37195 0.00976 -0.25351
O 0.59314 0.62001 0.64726
S -0.03534 0.76228 2.14377
O -0.30453 2.11924 2.43404
O 0.81339 0.05180 3.07723
O -1.42038 -0.06660 1.83340
H -2.25826 -0.98393 0.19541
H -2.36885 0.73196 0.16436
H -0.41291 0.60753 -1.15910
H 0.04126 -0.99220 -0.36116
C 0.27853 -5.34294 -3.42014
C -0.68736 -4.53553 -4.30026
O -1.84703 -4.38834 -3.47376
S -1.46956 -4.31263 -1.91604
O -2.33280 -5.16489 -1.15167
O -1.30872 -2.94127 -1.48098
O 0.00414 -4.97377 -2.06653
H 1.32303 -5.07271 -3.58814
H 0.26349 -6.42442 -3.55180
H -0.83032 -5.08963 -5.22593
H -0.30870 -3.55347 -4.58276
C 0.37936 4.05600 -0.74905
C -0.03548 5.41184 -0.16611
O -1.20994 5.05466 0.56048
S -2.13610 4.00349 -0.23073
O -3.12503 4.52483 -1.14438
O -2.58805 2.93620 0.60725
O -0.86116 3.46381 -1.13948
H 0.81931 3.37223 -0.02078
H 1.14672 4.24296 -1.49860
H -0.24130 6.14816 -0.94479
H 0.63257 5.89023 0.54507
C 3.14136 -1.06869 -4.03532
C 1.65899 -1.28554 -3.69724
O 1.42092 -0.48610 -2.56082
S 2.49984 0.70747 -2.41114
O 3.34112 0.58285 -1.25571
O 1.84052 1.96693 -2.66157
O 3.30981 0.30668 -3.75599
H 3.37757 -1.27430 -5.07577
H 3.74460 -1.70791 -3.38684
H 1.44839 -2.31869 -3.41073
H 0.95706 -1.03616 -4.49653
C 3.46759 1.60083 4.17375
C 4.76545 0.94696 3.70920
O 5.75988 1.16977 4.73298
S 5.22227 2.17710 5.91952
O 6.04161 3.33166 5.99996
O 4.93331 1.43896 7.12304
O 3.83619 2.59029 5.10872
H 2.84155 0.89422 4.72187
H 2.91971 1.98648 3.31731
H 5.18109 1.47374 2.84879
H 4.70828 -0.11334 3.47645
C -3.39172 -0.78633 -3.72665
C -2.20162 0.13196 -3.34257
O -2.66422 1.12319 -2.43625
S -4.27497 1.25620 -2.54203
O -4.78424 2.00025 -3.66888
O -4.77532 1.53463 -1.21010
O -4.41507 -0.34471 -2.87399
H -3.17121 -1.79588 -3.37669
H -3.66941 -0.70879 -4.77685
H -1.89734 0.62248 -4.27153
H -1.34034 -0.36040 -2.89654
```